a:
{
  "formula": "C20H50AgF3N4O6",
  "method": "ωB97M-V/def2-TZVPD",
  "symbols": ["Ag", "C", "O", "O", "C", "F", "F", "F", "C", "C", "H", "H", "H", "H", "H", "H", "C", "C", "C", "O", "C", "N", "H", "H", "H", "H", "H", "H", "H", "H", "H", "H", "H", "C", "C", "C", "O", "C", "N", "H", "H", "H", "H", "H", "H", "H", "H", "H", "H", "H", "C", "C", "C", "O", "C", "N", "H", "H", "H", "H", "H", "H", "H", "H", "H", "H", "H", "C", "C", "C", "O", "C", "N", "H", "H", "H", "H", "H", "H", "H", "H", "H", "H", "H"],
  "positions_angstrom": [[0.04, -1.19, -0.60], [-2.60, -0.20, 0.62], [-1.93, 0.79, -0.22], [-1.81, -1.18, 0.94], [-3.33, 0.44, 1.83], [-3.15, 1.78, 1.98], [-4.67, 0.25, 1.71], [-2.97, -0.11, 2.99], [-2.76, 1.73, -0.88], [-1.85, 2.78, -1.51], [-1.30, 3.32, -0.74], [-1.21, 2.32, -2.27], [-2.45, 3.48, -2.10], [-3.48, 2.22, -0.23], [-3.37, 1.24, -1.65], [-3.41, -0.60, -0.05], [1.22, -5.08, 0.38], [1.18, -3.80, 1.21], [1.86, -4.04, 2.55], [1.84, -2.87, 3.31], [2.50, -2.99, 4.53], [1.82, -2.71, 0.45], [0.59, -5.88, 0.75], [2.23, -5.51, 0.29], [0.86, -4.84, -0.62], [0.14, -3.56, 1.42], [2.89, -4.41, 2.39], [1.31, -4.86, 3.05], [3.54, -3.28, 4.41], [1.97, -3.72, 5.16], [2.46, -2.02, 5.03], [2.80, -2.97, 0.30], [1.98, -1.95, 1.11], [2.25, 1.03, -3.08], [2.41, 1.44, -1.62], [2.45, 2.95, -1.45], [2.39, 3.22, -0.06], [2.25, 4.60, 0.21], [1.27, 0.89, -0.85], [2.29, -0.05, -3.17], [3.03, 1.50, -3.70], [1.28, 1.35, -3.48], [3.34, 0.98, -1.27], [1.53, 3.36, -1.92], [3.34, 3.43, -1.86], [3.02, 5.21, -0.29], [2.40, 4.72, 1.28], [1.25, 4.90, -0.13], [0.49, 1.54, -0.98], [1.47, 0.90, 0.15], [2.41, 1.45, 3.37], [0.95, 1.10, 3.13], [0.09, 2.22, 2.62], [0.02, 3.24, 3.59], [-0.83, 4.29, 3.19], [0.88, 0.00, 2.13], [2.81, 0.98, 4.27], [2.58, 2.53, 3.44], [3.06, 1.08, 2.57], [0.53, 0.74, 4.08], [-0.89, 1.82, 2.38], [0.55, 2.59, 1.68], [-0.46, 4.78, 2.28], [-0.82, 5.03, 4.00], [-1.87, 3.96, 3.11], [1.43, -0.77, 2.50], [-0.08, -0.36, 2.09], [-0.81, -1.70, -4.97], [-1.08, -1.32, -3.51], [-2.54, -1.07, -3.24], [-3.28, -2.18, -3.74], [-4.67, -1.98, -3.71], [-0.60, -2.40, -2.59], [-1.24, -0.95, -5.65], [-1.28, -2.65, -5.22], [0.26, -1.74, -5.19], [-0.53, -0.39, -3.33], [-2.83, -0.17, -3.82], [-2.77, -0.94, -2.18], [-5.05, -2.03, -2.68], [-5.12, -2.77, -4.29], [-4.93, -0.98, -4.08], [-1.41, -3.00, -2.48], [0.12, -2.96, -3.01]],
  "lowdin_charge": [0.727, -0.514, -0.156, -0.208, -0.533, 0.098, 0.107, 0.145, -0.283, -0.066, 0.073, 0.062, 0.080, 0.113, 0.108, 0.135, -0.067, -0.426, -0.229, -0.203, -0.104, 0.019, 0.081, 0.080, 0.069, 0.141, 0.132, 0.136, 0.092, 0.094, 0.087, 0.090, 0.036, -0.069, -0.406, -0.211, -0.215, -0.106, 0.030, 0.071, 0.080, 0.069, 0.143, 0.130, 0.132, 0.088, 0.089, 0.087, 0.046, 0.038, -0.046, -0.403, -0.216, -0.169, -0.101, 0.037, 0.068, 0.074, 0.073, 0.142, 0.109, 0.119, 0.080, 0.087, 0.084, 0.041, 0.059, -0.056, -0.418, -0.204, -0.201, -0.099, 0.019, 0.084, 0.079, 0.075, 0.107, 0.131, 0.108, 0.092, 0.088, 0.088, 0.084, 0.074],
  "orbital_gap_ev": 8.32,
  "e_homo_ev": -7.723
}

---

b:
{
  "formula": "C20H50AgF3N4O6",
  "method": "ωB97M-V/def2-TZVPD",
  "symbols": ["Ag", "C", "O", "O", "C", "F", "F", "F", "C", "C", "H", "H", "H", "H", "H", "H", "C", "C", "C", "O", "C", "N", "H", "H", "H", "H", "H", "H", "H", "H", "H", "H", "H", "C", "C", "C", "O", "C", "N", "H", "H", "H", "H", "H", "H", "H", "H", "H", "H", "H", "C", "C", "C", "O", "C", "N", "H", "H", "H", "H", "H", "H", "H", "H", "H", "H", "H", "C", "C", "C", "O", "C", "N", "H", "H", "H", "H", "H", "H", "H", "H", "H", "H", "H"],
  "positions_angstrom": [[-0.47, -0.60, 0.93], [-0.09, 2.80, 3.78], [-0.92, 1.67, 4.25], [0.25, 2.53, 2.44], [-0.76, 4.21, 4.12], [-2.01, 4.10, 3.73], [-0.77, 4.40, 5.44], [-0.18, 5.21, 3.56], [-0.96, 1.43, 5.64], [-1.82, 0.09, 5.82], [-1.93, -0.18, 6.87], [-2.81, 0.14, 5.37], [-1.25, -0.69, 5.32], [-1.54, 2.12, 6.25], [0.01, 1.16, 6.04], [0.84, 2.64, 4.33], [0.27, -2.23, -4.95], [1.00, -2.97, -3.80], [2.43, -3.44, -4.24], [3.24, -3.69, -3.06], [3.07, -4.94, -2.41], [1.05, -2.09, -2.62], [0.81, -1.35, -5.30], [-0.69, -1.87, -4.56], [0.05, -2.86, -5.81], [0.42, -3.86, -3.57], [2.91, -2.78, -4.96], [2.38, -4.39, -4.78], [3.55, -4.82, -1.44], [3.69, -5.71, -2.87], [2.03, -5.21, -2.25], [1.90, -2.50, -2.24], [1.34, -1.19, -2.96], [4.70, 1.87, -3.59], [3.80, 3.11, -3.42], [3.91, 4.08, -4.59], [5.26, 4.38, -4.95], [5.47, 5.29, -5.95], [2.45, 2.71, -3.07], [5.74, 2.16, -3.70], [4.44, 1.36, -4.52], [4.48, 1.21, -2.75], [4.20, 3.64, -2.56], [3.36, 4.97, -4.28], [3.39, 3.67, -5.45], [4.98, 4.99, -6.88], [6.55, 5.33, -6.12], [5.11, 6.29, -5.72], [2.42, 2.79, -2.07], [1.82, 3.43, -3.38], [-0.84, -6.03, 2.49], [-0.54, -4.55, 2.59], [0.97, -4.20, 2.76], [1.30, -2.83, 2.94], [2.70, -2.68, 3.17], [-1.09, -3.96, 1.36], [-1.87, -6.21, 2.80], [-0.20, -6.60, 3.17], [-0.63, -6.56, 1.57], [-1.05, -4.13, 3.45], [1.47, -4.54, 1.85], [1.41, -4.78, 3.57], [3.24, -3.18, 2.37], [2.96, -3.01, 4.18], [2.89, -1.61, 3.21], [-0.68, -4.45, 0.57], [-2.05, -4.27, 1.32], [-6.16, 2.49, -0.80], [-5.07, 2.54, 0.21], [-5.42, 1.80, 1.55], [-6.47, 2.51, 2.21], [-6.69, 1.90, 3.43], [-3.79, 2.06, -0.34], [-5.93, 3.17, -1.62], [-7.02, 2.93, -0.32], [-6.54, 1.52, -1.13], [-4.91, 3.58, 0.46], [-4.53, 1.84, 2.17], [-5.67, 0.77, 1.30], [-5.88, 1.94, 4.15], [-6.84, 0.82, 3.36], [-7.51, 2.37, 3.97], [-3.68, 2.48, -1.25], [-3.02, 2.46, 0.20]],
  "lowdin_charge": [0.820, -0.414, -0.149, -0.288, -0.662, 0.153, 0.125, 0.204, -0.273, -0.077, 0.059, 0.057, 0.050, 0.103, 0.109, 0.124, -0.068, -0.425, -0.154, -0.229, -0.101, 0.042, 0.075, 0.074, 0.074, 0.120, 0.123, 0.118, 0.085, 0.087, 0.086, 0.040, 0.066, -0.058, -0.460, -0.195, -0.181, -0.142, 0.037, 0.073, 0.074, 0.071, 0.132, 0.123, 0.127, 0.085, 0.093, 0.086, 0.076, 0.063, -0.080, -0.411, -0.211, -0.214, -0.093, 0.024, 0.084, 0.075, 0.082, 0.141, 0.118, 0.123, 0.088, 0.089, 0.092, 0.064, 0.068, -0.077, -0.444, -0.185, -0.162, -0.153, 0.027, 0.079, 0.078, 0.083, 0.136, 0.121, 0.123, 0.082, 0.083, 0.090, 0.059, 0.063],
  "orbital_gap_ev": 4.97,
  "e_homo_ev": -6.772
}

---

Which structure is most stable? a, by 6.169 eV over the runner-up.

---

a:
{
  "formula": "C9H14O",
  "method": "ωB97M-V/def2-TZVPD",
  "symbols": ["C", "C", "C", "C", "C", "C", "C", "O", "H", "H", "H", "H", "H", "H", "H", "H", "C", "C", "H", "H", "H", "H", "H", "H"],
  "positions_angstrom": [[2.52, -1.70, -2.43], [1.62, 1.21, -0.09], [2.34, 0.15, -0.64], [0.45, 1.66, -0.67], [1.86, -0.50, -1.77], [0.10, 1.17, -1.93], [0.83, 0.14, -2.49], [-0.46, 2.40, 0.02], [1.95, 1.67, 0.83], [3.10, -0.38, -0.09], [-0.09, 2.64, 0.88], [-0.63, 1.64, -2.58], [2.69, -2.52, -1.74], [3.48, -1.39, -2.87], [0.62, -0.18, -3.50], [1.96, -2.00, -3.31], [-2.51, 0.01, 3.31], [-3.08, -1.02, 2.33], [-1.54, 0.29, 2.88], [-3.04, 0.96, 3.34], [-2.25, -0.46, 4.26], [-2.77, -0.83, 1.30], [-2.96, -2.05, 2.65], [-4.18, -0.92, 2.31]],
  "lowdin_charge": [-0.060, -0.033, -0.049, -0.334, -0.282, -0.018, -0.050, 0.051, 0.114, 0.111, 0.100, 0.116, 0.076, 0.082, 0.106, 0.067, -0.166, -0.170, 0.049, 0.060, 0.059, 0.058, 0.056, 0.058],
  "smiles": "Cc1ccc(O)cc1.CC",
  "orbital_gap_ev": 9.15,
  "e_homo_ev": -8.317
}

---

b:
{
  "formula": "C9H14O",
  "method": "ωB97M-V/def2-TZVPD",
  "symbols": ["C", "C", "H", "H", "H", "H", "H", "H", "C", "C", "C", "C", "C", "C", "C", "O", "H", "H", "H", "H", "H", "H", "H", "H"],
  "positions_angstrom": [[2.51, 1.28, -3.44], [1.16, 0.90, -2.85], [2.35, 1.99, -4.24], [3.11, 1.84, -2.70], [3.11, 0.40, -3.71], [0.63, 0.17, -3.45], [0.57, 1.81, -2.71], [1.36, 0.41, -1.88], [1.02, 1.66, 2.33], [0.15, 0.60, 1.68], [-0.84, 0.94, 0.75], [0.22, -0.74, 2.01], [-1.61, 0.01, 0.07], [-0.51, -1.72, 1.34], [-1.33, -1.33, 0.29], [-1.86, -2.32, -0.53], [0.78, 2.70, 2.11], [2.00, 1.57, 1.86], [-1.05, 2.00, 0.59], [0.89, -1.11, 2.78], [-2.28, 0.27, -0.74], [-0.46, -2.68, 1.85], [-1.75, -1.89, -1.40], [1.04, 1.51, 3.39]],
  "lowdin_charge": [-0.182, -0.182, 0.057, 0.063, 0.066, 0.051, 0.065, 0.064, -0.050, -0.279, -0.055, -0.060, -0.030, -0.015, -0.323, 0.021, 0.072, 0.077, 0.113, 0.111, 0.117, 0.119, 0.106, 0.072],
  "smiles": "Cc1ccc(O)cc1.CC",
  "orbital_gap_ev": 9.38,
  "e_homo_ev": -8.547
}

---

Which structure is most stable? b, by 0.079 eV over the runner-up.

---

a:
{
  "formula": "C9H14O",
  "method": "ωB97M-V/def2-TZVPD",
  "symbols": ["C", "C", "H", "H", "H", "H", "H", "H", "C", "C", "C", "C", "C", "C", "C", "O", "H", "H", "H", "H", "H", "H", "H", "H"],
  "positions_angstrom": [[1.83, -1.39, 1.48], [1.92, -2.91, 1.47], [1.91, -0.90, 2.48], [2.72, -0.90, 0.82], [1.00, -1.25, 0.82], [1.97, -3.22, 0.46], [0.95, -3.48, 1.86], [2.80, -3.14, 1.93], [-2.51, 0.71, 1.13], [-1.41, 0.86, 0.10], [-0.32, 1.72, 0.19], [-1.46, 0.08, -0.98], [0.54, 2.09, -0.93], [-0.65, 0.28, -2.07], [0.26, 1.38, -2.03], [0.65, 1.58, -3.35], [-2.51, 1.25, 2.02], [-2.58, -0.36, 1.42], [-0.17, 2.26, 1.09], [-2.42, -0.50, -1.16], [1.32, 2.81, -1.01], [-0.83, -0.40, -2.93], [0.50, 2.59, -3.50], [-3.52, 0.81, 0.68]],
  "lowdin_charge": [-0.185, -0.189, 0.074, 0.113, 0.022, 0.045, 0.114, 0.011, -0.042, -0.314, -0.010, -0.106, 0.001, -0.004, -0.352, -0.013, 0.042, 0.086, 0.090, 0.143, 0.106, 0.128, 0.154, 0.087],
  "smiles": "Cc1ccc(O)cc1.CC",
  "orbital_gap_ev": 9.31,
  "e_homo_ev": -8.480
}

---

b:
{
  "formula": "C9H14O",
  "method": "ωB97M-V/def2-TZVPD",
  "symbols": ["C", "C", "H", "H", "H", "H", "H", "H", "C", "C", "C", "C", "C", "C", "C", "O", "H", "H", "H", "H", "H", "H", "H", "H"],
  "positions_angstrom": [[2.69, 1.00, 1.20], [2.64, -0.45, 0.86], [1.84, 1.54, 1.55], [3.43, 1.14, 2.03], [3.06, 1.58, 0.34], [2.14, -0.57, -0.12], [2.17, -1.07, 1.60], [3.62, -0.88, 0.67], [-2.25, 1.97, -1.51], [-0.88, -1.58, -1.16], [-1.25, -0.33, -1.66], [-0.80, -1.64, 0.23], [-1.65, 0.73, -0.84], [-0.87, -0.54, 1.06], [-1.30, 0.67, 0.51], [-0.46, -2.84, 0.84], [-0.57, -2.45, -1.71], [-1.43, -0.29, -2.74], [-1.06, -3.52, 0.53], [-0.56, -0.88, 2.04], [-1.90, 2.84, -0.94], [-3.33, 2.01, -1.40], [-1.62, 1.54, 1.08], [-1.70, 2.03, -2.45]],
  "lowdin_charge": [-0.179, -0.179, 0.041, 0.078, 0.065, 0.071, 0.055, 0.062, -0.052, -0.017, -0.056, -0.344, -0.282, -0.024, -0.038, 0.013, 0.115, 0.110, 0.098, 0.121, 0.073, 0.079, 0.111, 0.077],
  "smiles": "Cc1ccc(O)cc1.CC",
  "orbital_gap_ev": 9.43,
  "e_homo_ev": -8.548
}

---

c:
{
  "formula": "C9H14O",
  "method": "ωB97M-V/def2-TZVPD",
  "symbols": ["C", "C", "H", "H", "H", "H", "H", "H", "C", "C", "C", "C", "C", "C", "C", "O", "H", "H", "H", "H", "H", "H", "H", "H"],
  "positions_angstrom": [[0.79, -0.92, 3.18], [-0.65, -0.93, 3.66], [0.73, -0.74, 2.07], [1.53, -0.25, 3.58], [1.31, -1.86, 3.34], [-1.36, -1.18, 2.88], [-1.06, -0.03, 4.21], [-0.90, -1.82, 4.23], [2.33, 1.79, -1.51], [-1.22, -0.40, -0.86], [-0.36, -0.19, 0.23], [-0.90, -0.04, -2.17], [0.74, 0.60, -0.03], [0.34, 0.59, -2.38], [1.19, 0.90, -1.31], [-2.39, -1.07, -0.52], [-0.68, -0.69, 1.15], [-3.09, -0.58, -0.98], [-1.65, -0.11, -2.95], [1.31, 0.99, 0.81], [0.54, 0.92, -3.41], [2.50, 2.34, -2.48], [3.27, 1.24, -1.61], [2.36, 2.54, -0.71]],
  "lowdin_charge": [-0.155, -0.165, 0.022, 0.060, 0.064, 0.040, 0.091, 0.052, -0.078, -0.308, -0.014, -0.018, -0.049, -0.038, -0.295, 0.020, 0.075, 0.108, 0.111, 0.114, 0.112, 0.095, 0.076, 0.081],
  "smiles": "Cc1ccc(O)cc1.CC",
  "orbital_gap_ev": 9.35,
  "e_homo_ev": -8.462
}

---

d:
{
  "formula": "C9H14O",
  "method": "ωB97M-V/def2-TZVPD",
  "symbols": ["C", "C", "C", "C", "C", "C", "C", "O", "H", "H", "H", "H", "H", "H", "H", "H", "C", "C", "H", "H", "H", "H", "H", "H"],
  "positions_angstrom": [[0.15, 3.28, -0.65], [0.96, -0.89, -1.10], [-0.34, -0.41, -1.28], [2.02, -0.08, -0.71], [-0.55, 0.95, -1.23], [1.70, 1.26, -0.49], [0.47, 1.82, -0.79], [1.19, -2.24, -1.32], [-1.04, -1.19, -1.53], [1.32, -2.44, -2.25], [2.96, -0.45, -0.37], [-1.45, 1.47, -1.54], [2.50, 1.85, -0.05], [-0.73, 3.53, -0.07], [0.17, 3.75, -1.64], [0.94, 3.78, -0.08], [-1.08, -1.34, 2.50], [-1.52, -2.19, 1.27], [-1.78, -1.45, 3.33], [-0.13, -1.72, 2.86], [-0.93, -0.30, 2.21], [-0.91, -3.08, 1.26], [-2.60, -2.35, 1.27], [-1.32, -1.58, 0.39]],
  "lowdin_charge": [-0.061, -0.325, -0.048, 0.001, -0.030, -0.051, -0.287, 0.011, 0.112, 0.103, 0.110, 0.115, 0.110, 0.078, 0.083, 0.073, -0.149, -0.141, 0.053, 0.056, 0.053, 0.064, 0.061, 0.010],
  "smiles": "Cc1ccc(O)cc1.CC",
  "orbital_gap_ev": 9.73,
  "e_homo_ev": -8.822
}

---

Which structure is most stable? d, by 0.229 eV over the runner-up.

---

a:
{
  "formula": "C9H14O",
  "method": "ωB97M-V/def2-TZVPD",
  "symbols": ["C", "C", "H", "H", "H", "H", "H", "H", "C", "C", "C", "C", "C", "C", "C", "O", "H", "H", "H", "H", "H", "H", "H", "H"],
  "positions_angstrom": [[-3.15, -0.62, 0.22], [-2.53, -0.62, 1.65], [-2.42, -0.04, -0.34], [-3.19, -1.62, -0.20], [-4.11, -0.14, 0.34], [-3.15, -1.11, 2.41], [-2.50, 0.40, 2.05], [-1.48, -0.90, 1.74], [0.13, -0.62, -2.38], [2.56, 1.52, -0.31], [1.79, 0.95, -1.34], [2.36, 0.94, 0.93], [0.87, -0.04, -1.25], [1.38, -0.09, 1.13], [0.62, -0.53, 0.07], [3.10, 1.19, 2.03], [3.26, 2.31, -0.52], [1.99, 1.33, -2.35], [3.62, 2.01, 2.02], [1.26, -0.57, 2.08], [-0.01, -1.69, -2.24], [0.47, -0.49, -3.42], [0.02, -1.43, 0.18], [-0.85, -0.14, -2.49]],
  "lowdin_charge": [-0.141, -0.174, 0.048, 0.057, 0.059, 0.059, 0.064, 0.026, -0.071, -0.014, -0.074, -0.322, -0.299, -0.006, -0.048, 0.039, 0.108, 0.117, 0.117, 0.110, 0.081, 0.080, 0.105, 0.080],
  "smiles": "Cc1ccc(O)cc1.CC",
  "orbital_gap_ev": 9.12,
  "e_homo_ev": -8.284
}

---

b:
{
  "formula": "C9H14O",
  "method": "ωB97M-V/def2-TZVPD",
  "symbols": ["C", "C", "C", "C", "C", "C", "C", "O", "H", "H", "H", "H", "H", "H", "H", "H", "C", "C", "H", "H", "H", "H", "H", "H"],
  "positions_angstrom": [[-2.70, 2.43, 0.39], [-0.55, -0.70, -0.06], [-1.34, -1.39, -0.93], [-1.04, 0.51, 0.44], [-2.21, 1.08, -0.02], [-2.53, -0.85, -1.46], [-2.90, 0.40, -1.04], [-0.87, -2.60, -1.39], [0.29, -1.04, 0.52], [-0.59, 0.94, 1.33], [-2.99, -1.33, -2.30], [-1.48, -3.09, -1.96], [-2.72, 3.16, -0.42], [-2.08, 2.85, 1.18], [-3.69, 0.98, -1.48], [-3.71, 2.44, 0.79], [3.24, -0.84, 0.86], [4.56, -0.11, 0.74], [3.32, -1.85, 1.26], [2.58, -0.28, 1.52], [2.69, -0.96, -0.07], [4.41, 0.89, 0.38], [5.22, -0.59, 0.01], [5.07, -0.05, 1.71]],
  "lowdin_charge": [-0.066, -0.014, -0.318, -0.044, -0.289, -0.021, -0.053, 0.036, 0.097, 0.112, 0.112, 0.106, 0.078, 0.069, 0.112, 0.079, -0.185, -0.170, 0.066, 0.056, 0.055, 0.051, 0.064, 0.067],
  "smiles": "Cc1ccc(O)cc1.CC",
  "orbital_gap_ev": 9.21,
  "e_homo_ev": -8.335
}

---

Which structure is most stable? b, by 0.232 eV over the runner-up.